1.
The following is a quantum chemistry calculation of a molecular structure, C31H63Cl3N2O6P2S2Si2Ti, from the OMol25 dataset.

Structure (XYZ):
```
112
Properties=species:S:1:pos:R:3:mulliken_spin:R:1
Ti 13.16 10.06 13.11 0.969
C 13.50 6.71 18.81 0.000
C 13.25 6.90 17.36 -0.001
C 13.36 5.63 16.54 0.000
O 14.35 7.77 16.95 -0.003
P 14.14 9.21 16.37 0.016
O 13.41 9.41 15.05 0.006
C 15.81 9.89 16.01 0.008
P 16.29 9.60 14.28 0.000
O 15.26 10.14 13.33 0.022
O 17.74 10.10 14.15 -0.001
C 18.24 11.27 13.44 0.000
C 17.95 11.09 11.94 0.001
C 17.56 12.46 14.01 -0.001
O 16.44 8.02 14.34 0.000
C 17.66 7.26 14.37 0.000
C 17.58 6.16 15.46 0.000
C 17.86 6.61 12.99 0.000
O 13.41 10.20 17.37 0.002
C 13.68 10.35 18.83 0.000
C 12.37 10.22 19.51 0.000
C 14.31 11.72 18.97 0.000
H 12.67 6.14 19.26 0.000
H 13.49 7.66 19.36 0.000
H 14.44 6.16 18.99 0.000
H 12.32 7.42 17.18 0.000
H 14.46 5.39 16.50 0.000
H 13.02 5.86 15.51 0.000
H 12.73 4.82 16.88 0.000
H 16.57 9.57 16.77 0.000
H 15.63 10.97 16.12 -0.002
H 19.31 11.14 13.64 0.000
H 16.91 11.04 11.68 -0.002
H 18.31 10.11 11.57 0.000
H 18.45 11.80 11.32 0.000
H 16.50 12.25 13.88 -0.001
H 17.85 13.37 13.52 0.000
H 17.79 12.64 15.13 0.000
H 18.47 7.91 14.66 0.000
H 16.84 5.35 15.27 0.000
H 17.36 6.71 16.39 0.000
H 18.54 5.72 15.63 0.000
H 17.19 5.76 12.76 0.000
H 18.89 6.19 12.96 0.000
H 17.66 7.37 12.26 0.000
H 14.31 9.55 19.12 0.000
H 11.80 11.11 19.27 0.000
H 12.48 10.35 20.59 0.000
H 11.75 9.35 19.26 0.000
H 13.58 12.43 18.42 0.000
H 15.31 11.82 18.52 0.000
H 14.34 11.95 20.03 0.000
C 13.56 12.83 15.07 -0.030
Si 12.26 12.53 13.72 0.027
C 10.57 12.73 14.56 -0.014
C 10.76 11.99 15.90 0.012
C 10.09 14.13 14.88 -0.002
C 9.44 11.93 13.88 -0.005
C 12.73 13.95 12.55 -0.031
C 13.13 15.30 13.19 -0.003
C 14.04 13.63 11.78 -0.008
C 11.65 14.17 11.46 -0.008
H 13.29 13.63 15.77 -0.002
H 14.58 13.01 14.77 0.007
H 13.51 11.94 15.67 0.019
H 11.29 12.60 16.65 0.000
H 11.21 11.01 15.68 0.009
H 9.79 11.76 16.27 0.001
H 10.83 14.75 15.42 0.001
H 9.19 14.02 15.53 0.000
H 9.74 14.74 14.04 -0.001
H 9.63 10.86 14.10 0.007
H 9.29 12.15 12.81 -0.001
H 8.45 12.15 14.38 0.001
H 13.91 15.16 13.91 0.001
H 12.35 15.83 13.68 0.000
H 13.50 15.95 12.37 0.000
H 14.86 13.65 12.56 0.004
H 14.18 14.32 11.00 0.000
H 13.96 12.66 11.24 0.016
H 10.71 14.58 11.90 0.000
H 11.30 13.20 11.10 -0.002
H 12.08 14.72 10.62 0.000
Cl 13.51 7.31 12.85 -0.004
Si 11.35 8.15 12.70 -0.029
Cl 10.63 7.54 10.83 -0.003
Cl 10.28 6.97 14.03 -0.002
N 15.32 8.96 10.53 0.003
C 14.26 9.79 10.12 0.021
N 13.21 10.03 10.85 0.017
C 12.23 10.75 10.08 -0.010
C 10.92 10.98 10.43 -0.004
C 10.02 11.49 9.53 -0.004
C 10.44 11.75 8.24 0.000
C 11.76 11.54 7.87 0.000
C 12.67 11.03 8.79 0.002
S 14.30 10.52 8.55 0.002
H 15.06 8.35 11.27 -0.004
H 15.69 8.38 9.75 0.000
H 10.67 10.74 11.48 0.005
H 9.01 11.83 9.71 0.000
H 9.77 12.14 7.49 0.000
H 12.00 11.79 6.85 0.000
C 7.07 8.12 11.03 0.000
S 7.77 9.57 11.80 0.000
C 7.03 9.26 13.39 0.000
H 6.00 8.09 11.18 0.000
H 7.46 7.18 11.44 0.000
H 7.28 8.17 9.98 0.000
H 7.23 8.20 13.68 0.000
H 5.93 9.36 13.41 0.000
H 7.46 9.93 14.16 0.000
```

Its total charge is +1. Its maximum force is 2.6 eV Å⁻¹. For the total energy, the calculation gives -6068.270279 hartree. As for the spin multiplicity: 2. The value obtained for the HOMO energy (spin up / spin down) is -10.07 / -10.08 eV. Its expectation value of S² is 0.7697. As for the HOMO-LUMO gap (spin up / spin down): 7.8 / 8.2 eV.

=====

2.
The following is a quantum chemistry calculation of 3 unconnected molecules or ions with the total composition C31H63FN7O8P2, from the OMol25 dataset.

Structure (XYZ):
```
112
Properties=species:S:1:pos:R:3:mulliken_charge:R:1
C 1.44 9.72 0.05 -0.721
C 0.33 9.74 1.08 0.664
O 0.02 10.75 1.65 -0.552
O -0.22 8.52 1.33 -0.228
C -1.64 8.53 1.55 -0.678
C -2.40 7.95 0.37 -0.919
C -2.14 6.47 0.12 0.412
C -2.52 5.55 1.28 -0.899
C -2.14 4.08 1.01 -0.795
C -0.62 4.00 1.01 -0.231
O -0.16 2.65 1.25 -0.299
C 1.12 2.50 1.59 -0.126
O 1.49 1.56 2.23 -0.526
C 2.07 3.56 1.09 0.641
C 2.48 4.57 1.95 -0.271
C 3.31 5.54 1.45 -0.795
N 3.68 5.50 0.16 0.189
C 3.32 4.52 -0.68 0.120
C 3.85 4.61 -2.09 -1.375
O 2.84 5.00 -3.00 -0.375
C 2.46 6.32 -2.86 0.828
C 1.01 6.57 -2.62 -0.597
O 3.27 7.21 -2.93 -0.514
C 2.49 3.51 -0.24 0.828
C 2.04 2.39 -1.14 -0.748
C 2.90 1.13 -0.93 -0.152
F 3.02 0.46 -2.12 -0.345
H 1.30 8.96 -0.71 0.039
H 2.36 9.48 0.59 0.226
H 1.58 10.71 -0.36 0.381
H -2.03 9.52 1.80 0.419
H -1.83 7.91 2.42 0.378
H -3.46 8.10 0.57 0.388
H -2.18 8.54 -0.53 0.385
H -1.09 6.35 -0.18 -0.522
H -2.73 6.15 -0.75 0.451
H -1.98 5.87 2.18 0.354
H -3.58 5.64 1.51 0.386
H -2.47 3.82 0.00 0.369
H -2.56 3.42 1.76 0.428
H -0.26 4.68 1.79 0.435
H -0.27 4.34 0.03 0.208
H 2.15 4.59 2.97 0.655
H 3.64 6.37 2.06 0.460
H 4.27 6.25 -0.17 0.347
H 4.24 3.64 -2.40 0.536
H 4.69 5.31 -2.11 0.477
H 0.39 5.70 -2.83 0.367
H 0.87 6.90 -1.59 -0.216
H 0.67 7.38 -3.26 0.470
H 0.99 2.15 -0.95 0.019
H 2.12 2.68 -2.18 0.595
H 2.44 0.47 -0.19 0.138
H 3.89 1.39 -0.55 0.322
O -3.74 -0.95 2.01 -0.885
P -2.54 -1.65 1.48 0.704
N -2.44 -1.01 -0.12 0.079
C -1.64 -1.56 -1.20 -0.513
C -2.48 0.44 -0.22 -1.384
N -3.06 -3.27 1.45 0.356
C -3.03 -4.05 0.23 -1.166
C -4.24 -3.57 2.26 -1.039
N -0.89 -2.15 1.55 0.344
C -0.48 -3.18 2.54 -1.095
C -0.02 -0.98 1.82 -0.959
H -0.56 -1.36 -1.09 0.104
H -1.96 -1.10 -2.14 0.394
H -1.78 -2.63 -1.32 0.128
H -1.49 0.90 -0.08 0.388
H -3.16 0.86 0.52 0.340
H -2.85 0.74 -1.21 0.471
H -3.66 -3.64 -0.57 0.320
H -3.37 -5.07 0.44 0.448
H -2.00 -4.17 -0.12 0.247
H -5.17 -3.29 1.76 0.329
H -4.20 -3.06 3.22 0.363
H -4.26 -4.64 2.47 0.316
H -0.75 -2.94 3.57 0.357
H 0.61 -3.27 2.48 0.461
H -0.88 -4.16 2.29 0.219
H -0.21 -0.53 2.80 0.400
H -0.17 -0.21 1.06 -0.287
H 1.04 -1.27 1.78 0.583
O -0.85 -6.53 -0.72 -0.698
P 0.21 -7.55 -1.03 0.710
N -0.79 -8.92 -1.27 0.036
C -0.34 -10.30 -1.25 -0.743
C -1.86 -8.76 -2.26 -1.050
N 0.95 -7.59 0.53 0.214
C 0.90 -8.78 1.34 -1.095
C 0.80 -6.35 1.29 -1.331
N 1.60 -8.19 -1.82 -0.005
C 2.90 -7.57 -1.47 -0.978
C 1.47 -8.09 -3.30 -1.072
H 0.23 -10.59 -2.15 0.256
H -1.21 -10.96 -1.20 0.367
H 0.26 -10.54 -0.38 0.148
H -1.51 -8.94 -3.28 0.313
H -2.27 -7.76 -2.21 0.225
H -2.67 -9.46 -2.05 0.383
H -0.13 -9.09 1.59 0.330
H 1.43 -8.62 2.28 0.389
H 1.42 -9.61 0.86 0.288
H -0.20 -6.25 1.73 0.418
H 0.99 -5.47 0.68 0.357
H 1.54 -6.33 2.10 0.451
H 2.90 -6.49 -1.59 0.329
H 3.67 -7.98 -2.13 0.402
H 3.19 -7.82 -0.46 0.280
H 1.40 -7.05 -3.64 0.361
H 0.58 -8.62 -3.64 0.255
H 2.33 -8.55 -3.78 0.408
```

Its total charge is +1. Its maximum force is 6.1 eV Å⁻¹. For the total energy, the calculation gives -2986.545439 hartree. The value obtained for the HOMO energy is -9.61 eV. As for the HOMO-LUMO gap: 4.8 eV.

=====

3.
The following is a quantum chemistry calculation of 2 unconnected molecules or ions with the total composition C31H64BF2NO9PS2, from the OMol25 dataset.

Structure (XYZ):
```
111
Properties=species:S:1:pos:R:3:mulliken_charge:R:1
C 8.30 1.15 1.33 -1.250
C 8.29 0.99 -0.21 -0.290
C 8.60 -0.47 -0.57 -0.843
C 8.03 -0.89 -1.94 -0.825
C 6.49 -1.03 -1.84 -0.578
C 6.01 -2.50 -1.80 -0.626
C 5.36 -2.86 -0.44 -0.843
C 4.21 -3.91 -0.57 -0.926
C 2.85 -3.39 -0.06 -0.897
C 1.80 -3.29 -1.21 -0.834
C 0.60 -4.24 -0.95 -1.171
C -0.55 -3.52 -0.23 -0.666
C -1.60 -2.98 -1.22 -1.139
C -2.89 -2.56 -0.46 -0.858
C -3.24 -1.09 -0.70 -0.339
C -4.37 -0.80 -1.72 0.428
C -4.48 -1.89 -2.80 -0.977
C -4.87 -1.37 -4.19 -0.464
F -4.38 -2.26 -5.12 -0.372
C -5.69 -0.44 -0.95 0.464
C -6.99 -0.55 -1.78 -1.542
B -7.21 0.82 -2.57 0.612
O -6.60 1.13 -3.76 -0.546
O -8.05 1.78 -1.99 -0.492
C -5.86 -1.18 0.42 -0.559
C -6.21 -2.66 0.27 -0.958
C -7.71 -2.87 0.19 0.234
O -8.53 -2.25 0.75 -0.436
F -8.06 -3.89 -0.60 -0.273
C -4.63 -0.95 1.33 -1.348
S -5.05 0.10 2.76 1.755
C -4.22 -0.57 4.20 -1.068
O -6.46 0.04 3.04 -0.721
O -4.61 1.44 2.49 -0.693
N -3.50 -0.33 0.59 -0.318
S -2.03 -0.23 1.61 -0.064
H 8.57 2.17 1.60 0.374
H 7.32 0.92 1.75 0.283
H 9.02 0.45 1.75 0.331
H 7.27 1.23 -0.53 0.269
H 8.99 1.69 -0.66 0.397
H 9.69 -0.58 -0.58 0.401
H 8.18 -1.13 0.19 0.361
H 8.32 -0.15 -2.69 0.382
H 8.48 -1.85 -2.18 0.368
H 6.16 -0.52 -0.93 0.265
H 6.02 -0.51 -2.67 0.368
H 5.33 -2.70 -2.62 0.465
H 6.88 -3.15 -1.92 0.297
H 4.97 -1.97 0.03 0.384
H 6.13 -3.29 0.21 0.266
H 4.17 -4.23 -1.61 0.541
H 4.49 -4.78 0.03 0.427
H 2.96 -2.39 0.36 0.345
H 2.50 -4.06 0.72 0.547
H 1.39 -2.27 -1.22 0.291
H 2.25 -3.49 -2.17 0.552
H 0.96 -5.10 -0.39 0.547
H 0.23 -4.62 -1.90 0.419
H -0.11 -2.70 0.34 0.135
H -1.01 -4.19 0.50 0.541
H -1.79 -3.79 -1.93 0.627
H -1.13 -2.13 -1.73 0.294
H -2.66 -2.74 0.59 0.640
H -3.68 -3.26 -0.72 0.141
H -2.34 -0.63 -1.11 0.858
H -4.07 0.12 -2.23 0.719
H -5.23 -2.64 -2.54 0.201
H -3.54 -2.42 -2.95 0.251
H -5.95 -1.40 -4.28 0.232
H -4.55 -0.34 -4.38 0.365
H -5.60 0.62 -0.66 0.446
H -7.82 -0.61 -1.08 0.370
H -7.05 -1.45 -2.40 0.153
H -6.12 1.96 -3.71 0.310
H -7.66 2.18 -1.21 0.315
H -6.73 -0.70 0.87 1.249
H -5.78 -3.15 -0.60 0.009
H -5.90 -3.23 1.15 0.794
H -4.35 -1.92 1.72 0.670
H -3.26 -0.08 4.35 0.389
H -4.89 -0.49 5.04 0.438
H -4.04 -1.63 3.99 0.348
H -3.75 0.65 0.40 0.739
H -1.08 -0.09 0.66 0.179
O 2.76 3.41 0.17 -0.798
P 2.41 4.09 1.43 1.059
O 0.78 3.99 1.55 -0.348
C 0.18 2.71 1.62 -0.236
C 0.41 2.03 2.96 -0.524
O 2.57 5.66 1.04 -0.351
C 3.48 6.07 0.01 -0.328
C 2.73 6.46 -1.24 -1.129
O 2.76 4.29 2.97 -0.310
C 2.56 5.51 3.72 -0.175
C 1.11 5.82 4.01 -0.918
H 0.55 2.09 0.79 0.352
H -0.89 2.86 1.47 0.190
H 1.47 1.82 3.11 0.313
H -0.13 1.08 3.01 0.133
H 0.08 2.66 3.78 0.113
H 4.22 5.30 -0.19 0.364
H 4.02 6.94 0.40 0.328
H 2.05 5.66 -1.55 0.273
H 3.42 6.67 -2.06 0.380
H 2.12 7.34 -1.06 0.304
H 3.06 6.35 3.24 0.238
H 3.08 5.34 4.66 0.352
H 0.59 6.15 3.11 0.274
H 1.06 6.63 4.74 0.413
H 0.59 4.95 4.40 0.160
```

Its total charge is +1. Its maximum force is 6.0 eV Å⁻¹. For the total energy, the calculation gives -3313.641653 hartree. The value obtained for the HOMO energy is -11.94 eV. As for the HOMO-LUMO gap: 8.2 eV.

=====

4.
The following is a quantum chemistry calculation of 2 unconnected molecules or ions with the total composition C31H64BrClINO5PS2, from the OMol25 dataset.

Structure (XYZ):
```
107
Properties=species:S:1:pos:R:3:mulliken_charge:R:1
C 6.69 1.41 1.21 -1.441
C 5.53 0.80 0.44 -0.240
N 4.31 1.61 0.56 0.072
C 4.44 3.01 0.15 -0.822
C 5.18 3.29 -1.17 -1.081
C 3.17 0.95 0.07 0.116
S 2.34 1.35 -1.28 -0.220
S 2.75 -0.39 1.10 -0.338
C 1.19 -0.98 0.41 -0.281
C 0.71 -2.15 1.27 0.236
C 0.20 -1.72 2.66 -1.315
P -1.67 -1.80 3.11 1.470
Cl -2.07 -0.90 1.06 -0.353
C -1.59 -0.13 4.04 -2.242
C -1.86 1.23 3.40 -0.006
C -0.70 1.85 2.63 0.559
C -0.74 3.39 2.66 -1.700
C -2.08 3.99 2.25 0.912
C -2.00 5.52 2.06 -1.283
C -2.47 6.03 0.69 -0.350
C -3.99 5.97 0.49 -0.983
C -4.54 4.77 -0.28 0.047
C -4.28 4.81 -1.79 -0.694
C -2.92 4.26 -2.27 -0.778
O -2.23 3.53 -1.30 -0.182
C -2.45 2.12 -1.31 -0.418
C -1.72 -3.67 2.38 -1.558
C -2.46 -3.94 1.15 0.554
O -3.61 -3.79 0.90 -0.482
Br -1.34 -4.77 -0.35 -0.289
C -3.55 -2.02 3.52 -1.221
C -4.77 -1.14 3.24 -0.537
C -5.06 -0.60 1.85 -0.937
I -5.16 0.45 4.69 -0.099
H 7.09 2.29 0.72 0.280
H 7.48 0.67 1.31 0.443
H 6.35 1.66 2.21 0.333
H 5.78 0.62 -0.61 0.291
H 5.31 -0.17 0.88 0.470
H 4.94 3.53 0.97 0.436
H 3.44 3.42 0.09 0.468
H 6.20 3.63 -0.99 0.327
H 5.18 2.43 -1.82 0.308
H 4.66 4.08 -1.70 0.362
H 0.47 -0.17 0.38 -0.188
H 1.40 -1.33 -0.60 0.633
H 0.00 -2.72 0.69 -0.534
H 1.58 -2.81 1.41 0.261
H 0.57 -0.71 2.82 0.326
H 0.71 -2.33 3.41 0.373
H -1.34 -2.43 4.37 -0.308
H -2.27 -0.28 4.88 0.763
H -0.61 -0.06 4.53 0.696
H -2.05 1.92 4.24 0.678
H -2.78 1.27 2.83 -0.301
H 0.25 1.51 3.06 0.414
H -0.77 1.56 1.58 -0.288
H 0.04 3.80 2.01 0.440
H -0.51 3.70 3.68 0.350
H -2.82 3.78 3.01 0.317
H -2.41 3.53 1.33 -0.629
H -2.65 5.99 2.80 0.397
H -1.00 5.88 2.27 0.458
H -1.94 5.50 -0.09 0.174
H -2.16 7.08 0.62 0.351
H -4.30 6.87 -0.05 0.430
H -4.47 6.02 1.47 0.436
H -5.62 4.77 -0.15 0.422
H -4.19 3.84 0.15 -0.274
H -4.41 5.84 -2.13 0.367
H -5.07 4.23 -2.27 0.350
H -3.09 3.65 -3.16 0.500
H -2.27 5.08 -2.58 0.343
H -3.34 1.86 -1.89 0.406
H -2.58 1.78 -0.29 -0.087
H -1.58 1.62 -1.72 0.146
H -0.70 -4.05 2.27 0.704
H -2.17 -4.32 3.13 0.686
H -3.87 -3.00 3.17 0.509
H -3.52 -2.14 4.61 0.482
H -5.63 -1.75 3.49 0.742
H -6.13 -0.49 1.73 0.420
H -4.70 -1.31 1.11 0.252
H -4.62 0.37 1.66 0.009
C 2.19 -4.11 -1.38 -0.802
O 2.45 -5.14 -2.32 -0.415
C 1.30 -5.77 -2.85 -0.204
C 1.37 -5.90 -4.35 -0.378
O 1.29 -4.69 -5.08 -0.448
C 2.38 -3.80 -5.07 -0.161
C 3.61 -4.24 -5.83 -0.560
O 4.28 -5.32 -5.21 -0.301
C 4.66 -6.37 -6.08 -0.784
H 2.02 -4.51 -0.38 0.334
H 3.07 -3.46 -1.36 0.347
H 1.32 -3.51 -1.67 0.419
H 0.39 -5.23 -2.57 0.009
H 1.23 -6.78 -2.42 0.362
H 0.47 -6.46 -4.65 0.391
H 2.23 -6.50 -4.66 0.116
H 2.65 -3.49 -4.05 0.013
H 2.01 -2.91 -5.58 0.395
H 4.30 -3.39 -5.88 0.369
H 3.31 -4.51 -6.85 0.339
H 3.91 -6.55 -6.85 0.366
H 4.76 -7.27 -5.48 0.232
H 5.63 -6.16 -6.56 0.303
```

Its total charge is -1. Its maximum force is 1.5 eV Å⁻¹. For the total energy, the calculation gives -6120.088913 hartree. The value obtained for the HOMO energy is -5.12 eV. As for the HOMO-LUMO gap: 7.4 eV.